Entry 1:
{"formula": "C2H2O2", "method": "ωB97M-V/def2-TZVPD", "species": ["C", "C", "O", "O", "H", "H"], "xyz": [[-0.075508, -0.760022, -0.012558], [-0.083407, 0.758833, 0.013063], [1.060174, -1.125110, 0.010082], [1.050004, 1.130283, -0.010408], [-0.970924, -1.390518, -0.048677], [-0.980341, 1.386535, 0.048497]], "forces_ev_per_a": [[-0.8, 0.2, 0.1], [-0.7, -0.2, -0.1], [0.9, -3.6, 0.0], [0.9, 3.6, 0.0], [-0.2, 0.5, 0.0], [-0.2, -0.5, 0.0]], "total_energy_ha": -227.7200, "orbital_gap_ha": [0.3196, 0.2377], "multiplicity": 3, "e_above_lowest_ev": 0.081}


Entry 2:
{"formula": "C2H2O2P", "method": "ωB97M-V/def2-TZVPD", "species": ["C", "C", "O", "O", "P", "H", "H"], "xyz": [[-1.668873, 0.556237, -0.161978], [0.472354, -1.460377, -0.384958], [-2.581580, -0.283026, -0.122431], [1.180842, 1.248104, -0.171693], [0.164347, 0.167740, -0.584653], [-1.922070, 1.617573, 0.053104], [1.573050, -1.748678, -0.600102]], "forces_ev_per_a": [[0.7, -1.1, 0.7], [2.6, -1.2, 0.3], [0.8, 0.7, -0.5], [-1.0, -1.2, -0.1], [-1.6, 2.7, -0.1], [0.4, 0.0, -0.4], [-1.9, 0.1, 0.1]], "total_energy_ha": -569.1390, "orbital_gap_ha": [0.2256, 0.2563], "multiplicity": 3, "charge": -1, "e_above_lowest_ev": 0.341}


Entry 3:
{"formula": "C2H2O2P2", "method": "ωB97M-V/def2-TZVPD", "species": ["C", "C", "O", "O", "P", "P", "H", "H"], "xyz": [[-1.936425, -1.926909, -0.077501], [-2.063641, -0.547949, -0.393379], [-2.431727, -2.942502, 0.209099], [-1.845883, 0.018114, -1.425367], [-0.078997, -1.231385, 1.033315], [-0.729667, 0.834498, 1.228665], [0.909825, -1.341687, -0.010870], [-0.248987, 1.424501, 0.133549]], "forces_ev_per_a": [[2.2, -1.4, 2.3], [0.4, 3.6, -1.7], [-0.7, 0.3, -0.5], [-0.8, -0.7, 0.6], [0.2, -0.2, -0.1], [-1.5, -2.7, 1.2], [-0.5, 0.4, 0.2], [0.8, 0.7, -1.9]], "total_energy_ha": -910.4526, "orbital_gap_ha": [0.2737, 0.2738], "e_above_lowest_ev": 3.267}